ORCA calculation (ωB97M-V/def2-TZVPD) on an isolated molecule of C5H7NO at a distorted geometry.

## Properties
SMILES: C[C@H]1C=CNC1=O
Energy (Ha): -324.64806
HOMO (eV): -9.491
ΔE to the lowest compared entry with this formula, charge and spin (kcal per mole): 47.9

CARTESIAN COORDINATES (ANGSTROEM)
C1 -0.6355 0.9520 -0.6810
H1 -0.0811 -1.4625 1.6870
C2 1.1358 -0.7818 -1.0596
H2 -0.9837 -1.1419 -0.8659
N1 -0.7826 1.6247 0.5948
H3 -1.0707 0.8649 2.5645
C3 -0.3500 -0.6075 1.0867
O1 -0.7701 1.4550 -1.7632
H4 1.4158 -1.8339 -0.9569
C4 -0.2218 -0.4996 -0.4116
H5 1.0756 -0.5310 -2.1233
H6 1.9276 -0.1692 -0.6128
H7 0.2072 1.5212 1.0186
C5 -0.8405 0.5370 1.5608

Results of the Löwdin charge analysis, in e, for atoms 1 through 8: number 1, C, carries -0.42; number 2, H, carries 0.11; number 3, C, carries -0.05; number 4, H, carries 0.15; number 5, N, carries 0.07; number 6, H, carries 0.12; number 7, C, carries -0.06; number 8, O, carries 0.12